Entry 1:
The following is a DFT calculation (ωB97M-V with the def2-TZVPD basis set) of C42H51N3O5PRuSiTe as an isolated structure at a distorted geometry.

The spin multiplicity is 2. Its expectation value of S² is 0.81. The value obtained for the frontier orbital gap (alpha / beta) is 4.665 / 5.051 eV. For the highest occupied orbital energy (alpha / beta), the calculation gives -12.4 / -12.4 eV. Its charge is +2.

```
105
C42H51N3O5PRuSiTe ωB97M-V with the def2-TZVPD basis set
Ru -0.372 1.016 0.627
C -1.286 1.149 3.205
C -1.801 2.447 3.169
C -2.929 2.730 2.417
C -3.537 1.728 1.670
C -3.021 0.441 1.682
C -1.897 0.133 2.464
H -0.488 0.906 3.895
H -1.352 3.219 3.783
H -3.345 3.729 2.425
H -4.429 1.944 1.097
H -3.524 -0.346 1.137
H -1.579 -0.894 2.581
C 4.853 0.511 -0.712
C 3.602 -0.297 -0.987
O 2.667 0.452 -1.789
P 1.334 1.182 -1.287
O 0.701 1.544 -2.698
C 0.313 0.499 -3.625
C 1.321 0.353 -4.744
O 1.776 2.674 -0.837
C 2.102 3.763 -1.727
C 3.538 3.715 -2.206
H 5.534 -0.074 -0.095
H 4.607 1.432 -0.185
H 5.355 0.762 -1.646
H 3.133 -0.602 -0.047
H 3.837 -1.194 -1.559
H -0.659 0.800 -4.016
H 0.191 -0.443 -3.087
H 1.445 1.293 -5.283
H 0.960 -0.400 -5.446
H 2.288 0.041 -4.357
H 1.923 4.660 -1.133
H 1.414 3.753 -2.573
H 4.224 3.683 -1.361
H 3.753 4.607 -2.795
H 3.703 2.838 -2.832
C -2.158 6.318 -1.752
N -1.838 4.957 -1.363
C -2.293 3.782 -2.077
C -1.755 2.679 -1.184
O -1.868 1.471 -1.346
N -1.110 3.230 -0.125
C -1.200 4.560 -0.256
N -0.698 5.407 0.638
H -2.436 6.322 -2.802
H -1.292 6.970 -1.632
H -2.995 6.715 -1.173
H -1.870 3.719 -3.082
H -3.382 3.738 -2.151
H -0.228 5.045 1.449
H -0.821 6.400 0.547
C 2.145 -0.705 2.696
Te 2.072 1.324 1.923
C 2.315 1.769 4.044
C 3.098 0.605 4.585
C 3.903 0.725 5.711
C 4.592 -0.379 6.189
C 4.483 -1.602 5.545
C 3.687 -1.725 4.415
C 2.996 -0.622 3.933
H 2.579 -1.373 1.956
H 1.130 -1.046 2.911
H 1.343 1.862 4.530
H 2.851 2.709 4.158
H 3.996 1.683 6.208
H 5.224 -0.281 7.062
H 5.032 -2.459 5.911
H 3.609 -2.678 3.905
O -0.802 -1.026 -0.080
Si -1.352 -2.410 -0.572
C -3.141 -2.841 0.020
C -4.281 -2.673 -0.806
C -5.544 -2.944 -0.317
C -5.692 -3.410 0.986
C -4.567 -3.589 1.813
C -3.305 -3.338 1.325
C -0.151 -3.743 0.032
C 1.177 -3.371 0.224
C 2.111 -4.293 0.672
C 1.722 -5.601 0.937
C 0.405 -5.985 0.741
C -0.530 -5.061 0.289
C -1.583 -2.644 -2.450
C -1.175 -3.815 -3.096
C -1.432 -3.981 -4.451
C -2.115 -2.998 -5.154
C -2.508 -1.821 -4.519
C -2.245 -1.643 -3.170
H -4.184 -2.323 -1.823
H -6.409 -2.813 -0.953
H -6.679 -3.653 1.359
H -4.687 -3.933 2.833
H -2.444 -3.508 1.961
H 1.470 -2.350 0.004
H 3.146 -4.001 0.806
H 2.449 -6.323 1.285
H 0.102 -7.006 0.936
H -1.556 -5.377 0.130
H -0.659 -4.600 -2.557
H -1.104 -4.884 -4.949
H -2.357 -3.155 -6.197
H -3.023 -1.046 -5.074
H -2.528 -0.716 -2.680
```



Entry 2:
The following is a DFT calculation (ωB97M-V with the def2-TZVPD basis set) of C18H26N3O8P2Sn as an isolated structure at a distorted geometry.

The value obtained for the frontier orbital gap (alpha / beta) is 4.075 / 5.044 eV. For the highest occupied orbital energy (alpha / beta), the calculation gives -16.9 / -16.9 eV. Its charge is +3.

```
58
C18H26N3O8P2Sn ωB97M-V with the def2-TZVPD basis set
Sn 0.765 -0.241 0.625
P -0.186 -2.371 -0.542
C 1.264 -3.080 -1.286
C 2.367 -2.216 -1.570
N 2.431 -0.906 -1.090
C 3.141 0.047 -1.707
C 3.923 -0.274 -2.813
C 4.070 -1.610 -3.198
C 3.390 -2.591 -2.497
C 3.023 1.498 -1.257
P 2.410 1.718 0.447
H 3.470 -3.643 -2.739
H 4.425 0.537 -3.340
H 4.719 -1.872 -4.035
H 4.011 1.984 -1.325
H 2.341 2.051 -1.927
H 3.190 -3.925 1.210
H 1.644 -4.123 -0.963
H 3.288 -1.942 2.910
O 2.993 -4.196 2.153
H 2.391 -4.974 2.078
H 1.927 -1.045 2.291
O 2.617 -1.282 3.182
H 1.989 -1.620 3.867
C 3.894 1.542 1.470
H 4.523 2.426 1.297
H 3.628 1.529 2.537
H 4.467 0.642 1.204
C 1.826 3.419 0.547
H 1.269 3.548 1.486
H 2.689 4.101 0.535
H 1.162 3.638 -0.301
C -1.050 -1.867 -2.045
H -1.131 -2.804 -2.614
H -2.031 -1.422 -1.862
H -0.417 -1.164 -2.597
C -1.113 -3.556 0.468
H -2.038 -3.098 0.840
H -1.373 -4.412 -0.166
H -0.533 -3.918 1.330
O -0.905 0.975 -0.325
C -1.631 1.139 0.741
O -1.201 0.847 1.894
C -3.083 1.595 0.583
C -3.947 1.364 1.666
C -5.307 1.727 1.583
C -5.778 2.379 0.434
C -4.904 2.656 -0.631
C -3.554 2.245 -0.573
N -5.356 3.372 -1.789
O -6.544 3.739 -1.839
O -4.532 3.604 -2.695
N -6.207 1.383 2.651
O -5.766 0.768 3.638
O -7.405 1.696 2.530
H -3.565 0.879 2.563
H -6.818 2.677 0.373
H -2.871 2.427 -1.405
```



Looking at ΔE to the lowest compared entry with this formula, charge and spin for the records above, in order, we have 301.2; 43.7 kJ/mol.